1.
Entry from the Open Molecules 2025 dataset: a structure of composition C48H39N6O2P2S4Ta (ωB97M-V with the def2-TZVPD basis set).

Element x y z (Å)
Ta -0.8447 0.3383 -0.5869
C -3.2141 -0.8246 -2.7022
O -2.6234 0.3201 -2.0289
C -3.1381 1.5686 -2.3967
C -4.3209 1.7332 -3.0925
C -4.7604 3.0213 -3.3646
C -4.0222 4.1181 -2.9464
C -2.8282 3.9384 -2.2702
C -2.3772 2.6530 -1.9915
N -1.1447 2.3670 -1.3366
N -0.4523 3.4407 -1.1172
C 0.8174 3.4282 -0.7682
C 1.6102 2.2519 -0.9728
O 1.0561 1.1141 -1.1120
C 3.0234 2.3862 -1.1045
C 3.6040 3.5823 -0.8504
C 2.8584 4.7552 -0.4779
C 3.5057 5.9574 -0.1623
C 2.7736 7.0722 0.1801
C 1.3787 7.0070 0.2080
C 0.7229 5.8320 -0.1004
C 1.4548 4.6960 -0.4494
H -3.0069 -0.7524 -3.7676
H -4.2810 -0.8298 -2.5032
H -2.7490 -1.7040 -2.2776
H -4.9046 0.8927 -3.4336
H -5.6817 3.1607 -3.9129
H -4.3689 5.1189 -3.1636
H -2.2283 4.7834 -1.9691
H 3.5934 1.5055 -1.3687
H 4.6825 3.6741 -0.9153
H 4.5874 6.0006 -0.1939
H 3.2757 7.9985 0.4229
H 0.8078 7.8872 0.4724
H -0.3577 5.7803 -0.0733
S -0.1524 -0.9381 -2.5908
P 1.0705 -1.9240 -1.2744
C 0.6526 -1.2055 0.2360
P -0.3966 -2.0067 1.3185
S -2.1936 -1.5818 0.4374
C -0.1935 -3.7660 1.6337
C -1.2707 -4.6370 1.5245
C -1.1210 -5.9669 1.8928
C 0.0953 -6.4219 2.3775
C 1.1759 -5.5541 2.4798
C 1.0355 -4.2299 2.1053
C -0.3767 -1.2106 2.9465
C 0.8013 -1.2534 3.6932
C 0.8647 -0.6432 4.9346
C -0.2481 0.0178 5.4412
C -1.4241 0.0554 4.7071
C -1.4911 -0.5607 3.4649
C 0.7365 -3.6819 -1.4703
C 1.7272 -4.5949 -1.1107
C 1.4732 -5.9540 -1.1927
C 0.2386 -6.4039 -1.6407
C -0.7448 -5.4977 -2.0115
C -0.4998 -4.1367 -1.9236
C 2.7917 -1.7226 -1.7362
C 3.7569 -1.3012 -0.8319
C 5.0816 -1.1929 -1.2355
C 5.4333 -1.4958 -2.5423
C 4.4676 -1.9205 -3.4486
C 3.1490 -2.0400 -3.0471
H -2.2244 -4.2830 1.1525
H -1.9594 -6.6450 1.8061
H 0.2048 -7.4563 2.6751
H 2.1277 -5.9118 2.8493
H 1.8886 -3.5646 2.1686
H 1.6773 -1.7635 3.3108
H 1.7788 -0.6901 5.5121
H -0.2001 0.4895 6.4137
H -2.2978 0.5539 5.1060
H -2.4126 -0.5312 2.8975
H 2.6982 -4.2461 -0.7796
H 2.2421 -6.6631 -0.9165
H 0.0469 -7.4665 -1.7121
H -1.6995 -5.8516 -2.3772
H -1.2587 -3.4275 -2.2232
H 3.4799 -1.0772 0.1895
H 5.8386 -0.8786 -0.5288
H 6.4645 -1.4078 -2.8575
H 4.7455 -2.1622 -4.4655
H 2.3977 -2.3811 -3.7508
N 1.9958 0.8270 1.6256
C 0.9711 1.6330 1.8426
N -0.2221 1.5118 1.2416
C -1.0817 2.5197 1.6956
C -0.5544 3.3880 2.5724
S 1.0822 2.9773 2.9228
C -2.4564 2.4508 1.2437
C -3.4691 3.2959 1.5109
S -4.9531 2.6239 0.9606
C -4.1035 1.2395 0.3788
N -2.7953 1.3057 0.5331
N -4.7773 0.2142 -0.2049
H 1.7719 -0.0425 1.0883
H 2.8246 0.9177 2.1881
H -1.0414 4.2145 3.0613
H -3.4397 4.2394 2.0292
H -5.7828 0.2505 -0.1320
H -4.3938 -0.7062 -0.0371

Results
- energy relative to the best compared isomer or geometry (same formula, charge and spin) (kJ/mol) = 78.6
- calculated total energy (a.u.) = -4663.76142
- spin multiplicity = 1
- E_HOMO (eV) = -12.67
- orbital gap (eV) = 6.614
- charge = +2

2.
Entry from the Open Molecules 2025 dataset: a structure of composition C48H40As2FeN2O4S in a non-equilibrium geometry (ωB97M-V with the def2-TZVPD basis set).

Element x y z (Å)
Fe 0.3010 0.7559 0.4050
C 2.0031 2.2959 -2.3552
C 0.6501 1.9063 -2.9550
As -0.7254 1.8806 -1.5259
C -1.1821 3.7717 -1.7093
C -0.2847 4.6700 -1.1306
C -0.4104 6.0324 -1.3492
C -1.4554 6.5117 -2.1265
C -2.3813 5.6277 -2.6607
C -2.2434 4.2615 -2.4595
C -2.3127 1.0592 -2.2763
C -3.2116 0.5513 -1.3384
C -4.4183 0.0043 -1.7416
C -4.7289 -0.0515 -3.0933
C -3.8299 0.4325 -4.0315
C -2.6269 0.9930 -3.6281
As 2.4656 1.3649 -0.6482
C 3.2485 2.8520 0.3523
C 3.0434 2.8838 1.7295
C 3.5631 3.9120 2.5013
C 4.3050 4.9171 1.8988
C 4.5306 4.8847 0.5288
C 4.0073 3.8579 -0.2399
C 4.1304 0.5200 -1.2355
C 4.1173 -0.2473 -2.3978
C 5.2750 -0.8612 -2.8479
C 6.4547 -0.7295 -2.1290
C 6.4664 0.0052 -0.9522
C 5.3092 0.6259 -0.5061
H 2.0001 3.3646 -2.1360
H 2.8056 2.1168 -3.0704
H 0.6867 0.9113 -3.3945
H 0.3690 2.6231 -3.7269
H 0.5084 4.2934 -0.4906
H 0.3021 6.7194 -0.9106
H -1.5572 7.5751 -2.3000
H -3.2146 6.0060 -3.2389
H -2.9639 3.5732 -2.8848
H -2.9636 0.5993 -0.2819
H -5.1081 -0.3870 -1.0048
H -5.6719 -0.4763 -3.4102
H -4.0698 0.3784 -5.0863
H -1.9366 1.3896 -4.3641
H 2.4638 2.0997 2.1986
H 3.3913 3.9229 3.5698
H 4.7098 5.7215 2.4992
H 5.1269 5.6596 0.0639
H 4.1933 3.8300 -1.3082
H 3.1896 -0.3699 -2.9471
H 5.2566 -1.4510 -3.7553
H 7.3618 -1.2018 -2.4828
H 7.3782 0.0880 -0.3752
H 5.3269 1.2030 0.4109
O 0.0866 -1.5223 7.7528
C 0.3143 -0.2048 7.5594
O 0.6098 0.4883 8.4938
C 0.1698 0.3129 6.1675
C 0.1801 1.6974 6.0018
C 0.0059 2.2665 4.7557
C -0.1737 1.4550 3.6328
S -0.4377 2.1798 2.0559
C -0.1554 0.0661 3.7900
C 0.0133 -0.4940 5.0414
H -0.1975 -1.9430 6.9354
H 0.3259 2.3158 6.8770
H 0.0065 3.3425 4.6382
H -0.2976 -0.5693 2.9268
H 0.0358 -1.5774 5.1014
O 0.5114 -0.8535 -1.6608
C -0.1390 -1.6058 -0.9142
N -0.6940 -2.7807 -1.2856
C -1.3826 -3.4097 -0.1730
C -1.0747 -2.3613 0.9367
O -1.3910 -2.4833 2.1019
N -0.3456 -1.3394 0.4054
C -2.8842 -3.5932 -0.4227
C -3.7975 -3.5444 0.6251
C -5.1386 -3.8195 0.4011
C -5.5831 -4.1586 -0.8680
C -4.6752 -4.2136 -1.9139
C -3.3374 -3.9283 -1.6940
C -0.8410 -4.8037 0.1519
C -0.3247 -5.5974 -0.8678
C 0.0878 -6.8961 -0.6134
C -0.0085 -7.4178 0.6670
C -0.5189 -6.6307 1.6874
C -0.9377 -5.3328 1.4336
H -0.7054 -3.0832 -2.2406
H -3.4534 -3.2919 1.6188
H -5.8379 -3.7814 1.2267
H -6.6266 -4.3901 -1.0392
H -5.0053 -4.4869 -2.9084
H -2.6505 -3.9913 -2.5287
H -0.2403 -5.2126 -1.8756
H 0.4825 -7.4953 -1.4240
H 0.3069 -8.4341 0.8645
H -0.5934 -7.0281 2.6915
H -1.3323 -4.7258 2.2366

Results
- energy relative to the best compared isomer or geometry (same formula, charge and spin) (kJ/mol) = 0.0
- calculated total energy (a.u.) = -8397.14123
- spin multiplicity = 5
- E_HOMO (spin up / spin down) (eV) = -7.68 / -7.89
- orbital gap (spin up / spin down) (eV) = 8.140 / 7.791